[1]
An isolated ion of composition C2H4NO2 and charge -1 at a distorted geometry, computed with ωB97M-V/def2-TZVPD.

Last column: Löwdin charge in e.
Element x y z (Å)
O -1.0655 1.9365 -0.1708  -0.096
C -0.3359 0.9476 -0.0699  -0.428
N -0.6956 -0.3408 -0.1610  0.019
C 0.4234 -1.4282 0.0706  -0.562
O 1.5964 -0.9439 0.2843  -0.281
H 0.7516 1.0087 0.1089  0.110
H -1.5952 -0.6630 0.1610  0.099
H -0.0428 -2.0142 0.9337  0.072
H 0.2535 -2.0989 -0.8064  0.068

Properties
Gap between HOMO and LUMO = 7.617 eV
Molar mass = 74.059 g/mol
Max |F| = 1.2 eV/Å
Total charge = -1
E_LUMO = 0.1660 Ha
SMILES string = O=CNC[O-]

***

[2]
C44H41NO4P2RhS2 as an isolated structure at a distorted geometry, computed with ωB97M-V/def2-TZVPD.

Last column: Löwdin charge in e.
Element x y z (Å)
Rh 0.5204 -0.2153 -0.3547  0.976
C -2.1957 -0.4120 1.9580  -0.282
C -2.0356 0.9774 1.3269  -0.366
P -0.6869 2.1438 1.8919  1.089
C 0.9480 1.3229 1.5376  -0.461
C 1.5678 0.4103 2.4136  -0.120
C 2.9249 0.1417 2.3100  -0.075
C 3.6937 0.7479 1.3227  -0.053
C 3.1039 1.6286 0.4331  -0.097
C 1.7476 1.9283 0.5394  -0.166
C -0.7141 2.0960 3.7090  -0.397
C 0.4571 2.3815 4.4160  -0.112
C 0.4612 2.3683 5.7979  -0.071
C -0.7189 2.1462 6.4932  -0.076
C -1.9013 1.9538 5.7960  -0.076
C -1.9051 1.9309 4.4134  -0.097
C -2.4807 -1.4578 0.8710  -0.291
P -0.8909 -2.1367 0.1840  1.103
C -1.3816 -3.1618 -1.2351  -0.373
C -0.3901 -3.9971 -1.7508  -0.081
C -0.6756 -4.8654 -2.7865  -0.046
C -1.9492 -4.8965 -3.3308  -0.055
C -2.9357 -4.0642 -2.8278  -0.069
C -2.6577 -3.1903 -1.7898  -0.088
C -0.6324 -3.4098 1.4773  -0.332
C -1.3083 -4.6232 1.3757  -0.071
C -1.2837 -5.5246 2.4229  -0.054
C -0.6109 -5.2141 3.5931  -0.058
C 0.0740 -4.0147 3.6958  -0.055
C 0.0786 -3.1226 2.6352  -0.085
H -3.0190 -0.3968 2.6756  0.112
H -1.2946 -0.6947 2.5111  0.079
H -2.9641 1.5507 1.4075  0.085
H -1.8337 0.8623 0.2564  0.027
H 1.0098 -0.0188 3.2367  0.106
H 3.3949 -0.5309 3.0112  0.116
H 4.7540 0.5501 1.2643  0.123
H 3.6941 2.1125 -0.3320  0.108
H 1.3224 2.7220 -0.0642  0.105
H 1.3701 2.6070 3.8808  0.108
H 1.3814 2.5456 6.3362  0.109
H -0.7177 2.1444 7.5731  0.107
H -2.8276 1.8306 6.3345  0.107
H -2.8313 1.7864 3.8785  0.098
H -3.0707 -1.0163 0.0658  0.086
H -3.0434 -2.3019 1.2790  0.103
H 0.5976 -3.9829 -1.3154  0.067
H 0.0954 -5.5211 -3.1618  0.115
H -2.1742 -5.5745 -4.1397  0.112
H -3.9344 -4.1049 -3.2382  0.113
H -3.4478 -2.5597 -1.4126  0.104
H -1.8563 -4.8649 0.4791  0.108
H -1.7943 -6.4713 2.3280  0.114
H -0.6065 -5.9133 4.4156  0.112
H 0.6073 -3.7742 4.6042  0.113
H 0.6521 -2.2085 2.6960  0.080
C -3.8685 3.2787 -6.6818  -0.037
C -3.1855 2.6558 -5.5080  -0.247
C -2.9090 3.3710 -4.3525  0.003
C -2.2577 2.7902 -3.2727  -0.177
C -2.0637 3.6195 -2.0417  -0.027
C -1.8490 1.4434 -3.3650  -0.041
C -2.1669 0.6871 -4.5110  -0.178
C -1.7970 -0.7520 -4.6472  -0.028
C -2.8258 1.3137 -5.5557  0.001
C -1.0249 0.8226 -2.3112  -0.564
O -0.8220 -0.4199 -2.2757  -0.067
O -0.4752 1.5157 -1.4015  -0.132
H -3.9141 4.3603 -6.5907  0.080
H -4.8830 2.8904 -6.7707  0.091
H -3.3405 3.0239 -7.5987  0.087
H -3.2029 4.4096 -4.2867  0.121
H -2.0443 4.6790 -2.2850  0.086
H -1.1368 3.3520 -1.5405  0.058
H -2.8842 3.4424 -1.3428  0.097
H -0.7396 -0.8946 -4.4358  0.088
H -2.0119 -1.1186 -5.6465  0.087
H -2.3475 -1.3542 -3.9265  0.074
H -3.0429 0.7519 -6.4514  0.121
O 2.4194 -3.9499 -0.4286  -0.285
S 3.1536 -2.7443 -0.1918  0.672
O 3.4892 -2.4393 1.1652  -0.278
N 2.3324 -1.4313 -0.8366  -0.194
C 2.9995 -0.8824 -1.8199  -0.820
S 2.3630 0.4574 -2.5976  0.794
C 4.2798 -1.5036 -2.1450  -0.230
C 5.1879 -1.1379 -3.1285  -0.005
C 6.3343 -1.9030 -3.2776  -0.042
C 6.5712 -3.0010 -2.4613  -0.040
C 5.6708 -3.3570 -1.4607  -0.020
C 4.5428 -2.5881 -1.3162  -0.193
H 4.9877 -0.2864 -3.7610  0.109
H 7.0555 -1.6322 -4.0354  0.116
H 7.4663 -3.5864 -2.6055  0.116
H 5.8416 -4.2116 -0.8267  0.126

Properties
Gap between HOMO and LUMO (spin up / spin down) = 5.108 / 5.337 eV
Molar mass = 876.803 g/mol
Max |F| = 3.8 eV/Å
Total charge = +1
E_LUMO (spin up / spin down) = -0.1972 / -0.1895 Ha

***

[3]
C41H47B2BrF4N10W as an isolated structure at a distorted geometry, computed with ωB97M-V/def2-TZVPD.

Last column: Löwdin charge in e.
Element x y z (Å)
W -0.0796 0.4423 -0.1935  1.834
C 4.3083 -2.3543 1.3033  0.018
C 3.3290 -1.8823 0.2867  -0.210
C 3.4470 -1.8558 -1.0997  0.073
C 2.2622 -1.3499 -1.5935  -0.197
N 1.4695 -1.0047 -0.5329  -0.079
N 2.1212 -1.4078 0.5918  0.054
B 1.3817 -1.5057 1.9329  -0.538
N 1.5059 -0.1846 2.6518  0.025
N 1.2017 1.0048 2.0331  0.083
C 1.7587 1.9467 2.8424  -0.209
C 2.3273 1.3533 3.9663  0.056
C 2.1601 -0.0008 3.8104  -0.240
C 2.6135 -1.1008 4.7102  0.005
C 1.9117 3.4092 2.6595  -0.237
C 2.8051 3.9107 1.7150  -0.024
C 2.9660 5.2826 1.5774  -0.043
C 2.2534 6.1549 2.3902  -0.057
C 1.3983 5.6549 3.3645  -0.056
C 1.2351 4.2849 3.5070  -0.053
N -0.0710 -1.9512 1.6728  0.047
N -0.9590 -1.2724 0.8679  -0.063
C -2.0908 -2.0503 0.8458  -0.225
C -1.9063 -3.1476 1.6694  0.052
C -0.6177 -3.0651 2.1661  -0.225
C 0.0679 -4.0278 3.0746  0.009
C -3.3950 -1.9317 0.1244  -0.181
C -4.5333 -2.1128 0.9211  -0.038
C -5.8051 -2.1182 0.3724  -0.044
C -5.9742 -1.9636 -0.9976  -0.052
C -4.8581 -1.7901 -1.7996  -0.052
C -3.5836 -1.7622 -1.2445  -0.059
C 1.8981 -1.5236 -3.0377  -0.165
C 1.8594 -2.8650 -3.4416  -0.048
C 1.6839 -3.2144 -4.7707  -0.066
C 1.5569 -2.2234 -5.7335  -0.064
C 1.6093 -0.8927 -5.3501  -0.072
C 1.7823 -0.5397 -4.0180  -0.072
H 5.2029 -2.7193 0.8050  0.097
H 3.8982 -3.1594 1.9130  0.088
H 4.5970 -1.5364 1.9662  0.099
H 4.2738 -2.2146 -1.6898  0.145
H 1.8895 -2.3562 2.5858  0.112
H 2.8304 1.8701 4.7672  0.137
H 3.0980 -0.6666 5.5822  0.096
H 3.3265 -1.7637 4.2202  0.079
H 1.7747 -1.7062 5.0576  0.088
H 3.3583 3.2277 1.0867  0.109
H 3.6579 5.6706 0.8410  0.118
H 2.3843 7.2238 2.2823  0.114
H 0.8691 6.3335 4.0216  0.114
H 0.5834 3.8913 4.2797  0.123
H -2.6120 -3.9438 1.8411  0.138
H -0.6163 -4.8395 3.3109  0.096
H 0.3693 -3.5506 4.0068  0.088
H 0.9594 -4.4497 2.6113  0.096
H -4.4210 -2.2319 1.9929  0.125
H -6.6641 -2.2527 1.0173  0.119
H -6.9647 -1.9855 -1.4333  0.118
H -4.9711 -1.6772 -2.8712  0.115
H -2.7509 -1.6273 -1.9129  0.052
H 1.9923 -3.6438 -2.6992  0.127
H 1.6714 -4.2594 -5.0549  0.117
H 1.4426 -2.4870 -6.7774  0.116
H 1.5392 -0.1114 -6.0970  0.116
H 1.8513 0.5012 -3.7642  0.086
C -1.5146 2.8760 1.5873  -0.125
C -0.4203 3.5197 0.7972  -0.147
N -0.0395 2.7020 -0.3683  -0.139
C -0.6983 3.1576 -1.6063  -0.204
C -2.1379 2.7445 -1.5503  -0.201
N -2.2820 1.3573 -1.0063  -0.069
C -3.4089 1.2841 -0.0199  -0.129
C -2.8916 0.9620 1.3706  -0.162
N -1.4856 1.3854 1.4437  -0.134
H -2.4937 3.2118 1.2574  0.111
H -1.4346 3.1495 2.6405  0.140
H 0.4585 3.6022 1.3973  0.060
H -0.6790 4.5345 0.4923  0.152
H 0.9489 2.9128 -0.5108  0.090
H -0.1694 2.7239 -2.4426  0.044
H -0.6058 4.2423 -1.6806  0.147
H -2.5871 2.8042 -2.5408  0.099
H -2.6993 3.4258 -0.9173  0.116
H -2.5125 0.7517 -1.7848  0.050
H -4.1212 0.5265 -0.3219  0.108
H -3.9446 2.2310 -0.0306  0.122
H -2.9539 -0.0841 1.5835  0.079
H -3.4741 1.4723 2.1404  0.145
H -1.0644 0.9899 2.2770  0.110
F 1.2426 1.1534 -1.7171  -0.236
B 2.7871 1.8098 -1.4709  -1.104
F 3.0876 1.4411 -0.1917  0.184
F 2.5081 3.1507 -1.6049  0.181
F 3.5701 1.2915 -2.4279  0.242
Br -1.1565 0.9946 -4.0026  1.058
C -1.1109 -0.7341 -3.2730  -0.681
C -1.5381 -1.7159 -4.1599  -0.092
C -1.5241 -3.0375 -3.7735  -0.004
C -1.0347 -3.3293 -2.5130  -0.021
C -0.6374 -2.2975 -1.6991  -0.157
N -0.7148 -0.9769 -2.0144  -0.047
H -1.8580 -1.4205 -5.1476  0.115
H -1.8587 -3.8133 -4.4502  0.138
H -0.9440 -4.3437 -2.1512  0.137
H -0.2167 -2.5367 -0.7430  0.105

Properties
Gap between HOMO and LUMO (spin up / spin down) = 7.538 / 7.525 eV
Molar mass = 1041.257 g/mol
Max |F| = 1.9 eV/Å
Total charge = +2
E_LUMO (spin up / spin down) = -0.2209 / -0.2213 Ha

***

[4]
C33H45LuN5O as an isolated structure at a distorted geometry, computed with ωB97M-V/def2-TZVPD.

Last column: Löwdin charge in e.
Element x y z (Å)
Lu 0.2832 0.0206 0.1042  1.489
N 1.0526 -4.2266 4.2395  0.039
N 0.2050 -1.6789 -1.3437  -0.132
C 1.4001 2.2345 -0.3532  -0.351
C 2.3787 1.2420 0.0223  -0.376
C 2.3105 1.0769 1.4510  -0.296
C 3.2942 0.3543 2.2983  -0.064
H 4.2089 0.1545 1.7319  0.073
H 2.9162 -0.6169 2.6557  -0.003
H 3.5684 0.9551 3.1770  0.075
C 1.2928 1.9557 1.9361  -0.284
C 0.9701 2.2768 3.3479  -0.060
H 0.8678 3.3614 3.4950  0.075
H 1.7306 1.9196 4.0534  0.076
H 0.0113 1.8385 3.6486  0.058
C 0.7340 2.6542 0.8378  -0.312
C -0.1823 3.8102 0.9854  -0.076
H -1.0095 3.5655 1.6659  0.069
H -0.5990 4.1151 0.0218  0.058
H 0.3339 4.6850 1.4154  0.079
C 3.3522 0.5940 -0.9015  -0.071
H 4.2908 1.1667 -0.9573  0.080
H 2.9611 0.5262 -1.9273  0.054
H 3.6097 -0.4289 -0.5893  0.077
C 1.2825 2.8932 -1.6835  -0.056
H 0.2903 3.3480 -1.8158  0.065
H 1.4353 2.1959 -2.5202  0.062
H 2.0318 3.6989 -1.7860  0.083
C -0.0196 -5.0025 4.3397  -0.215
H -0.1568 -5.5270 5.2935  0.083
C -0.9735 -5.1499 3.3071  -0.162
H -1.8641 -5.7486 3.5099  0.065
C -0.8027 -4.4382 2.1052  -0.143
H -1.5792 -4.4789 1.3314  0.090
C 0.3638 -3.7104 1.9334  -0.072
H 0.6135 -3.2189 0.9905  0.067
C 1.3066 -3.6001 3.0547  -0.473
C 2.3663 -2.6821 3.0716  -0.023
H 3.0342 -2.7442 2.1800  -0.013
C -0.1594 -0.5450 -2.0020  -0.326
C 0.5439 -2.6512 -2.2992  -0.135
H 0.6802 -3.6984 -2.0770  0.091
C 0.5562 -2.0581 -3.5203  -0.075
H 0.8186 -2.4689 -4.4821  0.098
N 0.0412 -0.7640 -3.3343  -0.047
C -0.1378 0.2790 -4.2663  -0.136
C 0.8873 0.6334 -5.1646  -0.196
C 0.7015 1.8096 -5.9062  -0.017
H 1.4569 2.0753 -6.6448  0.110
C -0.3860 2.6572 -5.6908  -0.281
C -0.5516 3.9375 -6.4472  -0.067
H -1.0992 4.6629 -5.8388  0.074
H -1.1186 3.8089 -7.3779  0.079
H 0.4191 4.3658 -6.7081  0.073
C -1.3437 2.3008 -4.7427  -0.013
H -2.1928 2.9490 -4.5477  0.115
C -1.2288 1.1203 -4.0114  -0.203
C -2.2250 0.8305 -2.9392  -0.095
H -2.4248 -0.2405 -2.8033  0.081
H -3.1659 1.3218 -3.2185  0.072
H -1.9398 1.2790 -1.9671  0.048
C 2.1738 -0.1268 -5.2708  -0.047
H 2.0217 -1.1623 -5.6000  0.066
H 2.7647 -0.1361 -4.3388  0.086
H 2.7980 0.3655 -6.0265  0.074
C 0.0676 -0.7614 4.3013  -0.034
N -1.3107 -1.0377 3.8633  -0.073
C -2.1262 -1.8216 4.7848  -0.048
C -1.6987 -0.7250 2.6216  -0.419
O -0.7987 -0.4292 1.7395  -0.220
N -2.9707 -0.7077 2.1975  -0.099
C -4.1349 -0.7749 3.0758  -0.058
C -3.2337 -0.3571 0.8010  -0.062
H 0.4611 -1.6118 4.8640  0.076
H 0.0873 0.1367 4.9387  0.084
H 0.7165 -0.5968 3.4371  0.057
H -2.9572 -1.2354 5.1917  0.070
H -2.4928 -2.7356 4.2999  0.088
H -1.4838 -2.1132 5.6158  0.093
H -5.0115 -0.5675 2.4591  0.078
H -4.2587 -1.7752 3.5039  0.080
H -4.0879 -0.0205 3.8724  0.094
H -2.8599 0.6523 0.5544  0.069
H -2.7874 -1.0938 0.1152  0.089
H -4.3187 -0.3612 0.6622  0.074

Properties
Gap between HOMO and LUMO (spin up / spin down) = 4.958 / 3.254 eV
Molar mass = 702.724 g/mol
Max |F| = 3.6 eV/Å
Total charge = -1
E_LUMO (spin up / spin down) = 0.0866 / 0.0921 Ha

***

Question: total charge of number 2 (C44H41NO4P2RhS2)?
Answer: +1